Formula: C36H63N9O13
Source: OMol25
Level of theory: ωB97M-V/def2-TZVPD

## Properties
HOMO-LUMO gap (eV): 4.343
Highest occupied orbital energy (Eh): -0.315
E (hartree): -2879.2454

Each line ends with the Mulliken charge.
Atoms and positions in Å:
C1 5.940 1.272 -0.621  -1.8229
C2 4.784 0.673 0.068  1.7174
C3 5.069 0.240 1.462  -0.9373
C4 3.852 -0.068 2.276  -2.6324
C5 2.580 0.682 1.972  -0.6463
C6 2.697 1.938 1.047  1.8326
N1 3.686 1.770 -0.023  1.1970
O1 3.641 2.700 -1.002  -0.3520
C7 3.077 3.215 1.785  -1.5162
C8 1.386 2.332 0.438  -1.8652
C9 4.164 -0.529 -0.740  -0.6610
H1 6.103 2.250 -0.153  0.4494
H2 6.164 1.195 -1.648  0.3728
H3 6.865 0.681 -0.199  0.3837
H4 5.628 1.065 2.017  0.4268
H5 5.901 -0.539 1.625  0.5073
H6 3.870 0.093 3.253  0.6290
H7 3.696 -0.978 2.159  1.0372
H8 1.894 0.848 2.756  0.9986
H9 1.928 0.052 1.417  -0.2331
H10 2.154 3.384 2.316  0.4489
H11 3.124 4.220 1.264  0.2936
H12 4.012 3.062 2.309  0.3704
H13 1.511 3.139 -0.159  0.9319
H14 0.373 2.307 1.188  -0.0276
H15 0.935 1.580 -0.157  0.0167
H16 3.146 -0.883 -0.539  -0.3495
H17 4.898 -1.475 -0.873  0.4457
H18 3.779 -0.230 -1.796  -0.0844
N2 -0.758 -0.775 0.207  0.2215
O2 0.233 -1.251 -0.354  -0.1741
O3 -1.482 0.098 -0.491  -0.1352
O4 -1.139 -0.934 1.386  -0.7010
C10 1.675 -0.473 -3.934  -0.3908
C11 0.807 0.517 -3.332  0.1691
C12 1.250 2.067 -3.240  -0.5689
C13 2.527 2.415 -4.042  -0.5878
C14 3.498 1.216 -4.541  -0.4416
C15 2.922 -0.202 -4.346  -0.3785
N3 2.886 3.844 -4.181  1.1015
O5 4.063 4.062 -4.455  -0.6310
O6 1.988 4.630 -3.972  -0.6005
H19 1.539 -1.655 -3.816  0.1203
H20 -0.196 0.295 -3.001  0.4772
H21 0.799 2.861 -2.742  1.0675
H22 4.598 1.546 -4.975  0.2968
H23 3.582 -1.035 -4.806  0.2870
C16 0.825 -5.197 1.581  -0.6246
C17 1.922 -6.330 1.680  -0.6042
C18 3.150 -6.270 0.759  -0.7462
C19 3.470 -5.048 -0.046  -0.2546
C20 2.424 -3.770 -0.042  0.3429
C21 1.169 -4.062 0.833  -0.2166
N4 4.659 -5.040 -1.053  1.0183
O7 4.959 -3.933 -1.543  -0.6203
O8 5.214 -6.018 -1.235  -0.5955
H24 -0.035 -5.410 2.148  0.5132
H25 1.703 -7.231 2.183  0.3905
H26 3.618 -7.183 0.888  0.4716
H27 2.553 -2.907 -0.725  0.5568
H28 0.308 -3.380 0.758  0.3129
C22 -4.713 2.055 -0.322  -0.8401
O9 -5.571 1.848 -1.170  -0.6556
N5 -4.275 3.194 0.152  0.0865
C23 -3.232 3.246 1.128  -0.5810
C24 -4.856 4.463 -0.422  -1.0641
H29 -4.180 1.233 -0.041  1.2567
H30 -2.342 3.145 0.483  0.2535
H31 -3.400 2.425 1.713  -0.0671
H32 -3.262 4.128 1.470  0.5322
H33 -5.639 4.381 -1.052  0.4266
H34 -4.094 4.847 -1.303  0.1694
H35 -5.062 5.228 0.215  0.4263
C25 -4.560 -1.829 1.042  0.3049
O10 -5.227 -2.510 0.088  -0.7539
N6 -5.211 -1.034 1.890  0.1323
C26 -4.373 -0.334 2.820  -0.5853
C27 -6.610 -0.883 1.879  -0.9436
H36 -3.557 -1.887 1.168  0.1928
H37 -4.801 -0.572 3.839  0.2765
H38 -4.670 0.693 2.519  0.2726
H39 -3.320 -0.295 2.947  0.1427
H40 -6.999 -0.689 2.906  0.2773
H41 -7.021 -1.753 1.313  0.2980
H42 -6.545 -0.043 1.386  0.4111
C28 -0.544 -3.796 -2.240  0.7100
O11 0.340 -4.295 -2.932  -0.7126
N7 -1.318 -4.506 -1.501  0.3372
C29 -2.211 -3.832 -0.687  -0.5784
C30 -1.218 -5.806 -1.247  -1.0461
H43 -0.755 -2.583 -2.203  -0.1612
H44 -2.000 -3.938 0.467  0.0966
H45 -3.256 -4.290 -0.932  0.4324
H46 -2.402 -2.749 -0.821  -0.1488
H47 -0.203 -5.924 -0.979  0.4100
H48 -1.507 -6.425 -2.027  0.3803
H49 -1.922 -6.328 -0.419  0.2648
C31 -1.348 1.832 4.160  0.4094
O12 -1.254 2.941 3.740  -0.6755
N8 -1.165 1.376 5.336  0.0876
C32 -1.437 -0.053 5.812  -1.1212
C33 -0.994 2.409 6.390  -0.9011
H50 -1.281 1.131 3.459  0.2477
H51 -0.704 -0.320 6.780  0.3176
H52 -1.086 -0.607 5.212  0.4339
H53 -2.471 -0.021 6.070  0.3761
H54 -1.816 3.052 6.153  0.3342
H55 0.054 2.850 6.208  0.2329
H56 -1.043 1.860 7.479  0.3206
C34 -2.319 1.154 -4.960  0.1891
O13 -2.058 1.299 -6.195  -0.6781
N9 -2.367 2.309 -4.245  0.1988
C35 -2.538 2.337 -2.748  -0.2040
C36 -1.893 3.530 -4.792  -1.2054
H57 -2.599 0.182 -4.420  0.3073
H58 -2.980 3.211 -2.403  -0.0169
H59 -1.483 2.524 -2.246  0.0398
H60 -2.991 1.363 -2.388  0.1269
H61 -2.312 3.640 -5.618  0.5498
H62 -0.908 3.512 -4.807  0.4402
H63 -2.061 4.481 -4.109  0.2305